(1)
This record from the OMol25 dataset describes a gas-phase ion, C5H14NO (charge +1). The level of theory is ωB97M-V/def2-TZVPD.

As for the electronic energy: -8943.07288 eV. The energy above the lowest of the compared OMol25 structures with the same formula, charge and spin is 21.6 kcal per mole. As for the net charge: +1. As for the structure (SMILES): CC(C)[C@H]([NH3+])CO. The calculation puts the HOMO-LUMO gap at 0.4276 hartree.

XYZ file:
```
21
Properties=species:S:1:pos:R:3:nbo_charge:R:1
C 0.31843 1.58442 -1.15511 -0.620
C 0.72682 0.96897 0.19042 -0.247
C 2.23606 0.83903 0.32323 -0.619
C 0.06587 -0.36660 0.49031 -0.047
N 0.12972 -1.25416 -0.75040 -0.679
C -1.44193 -0.20967 0.79527 -0.082
O -2.14031 -1.35097 0.32230 -0.758
H -0.75533 1.60802 -1.30400 0.214
H 0.81469 1.05685 -1.95308 0.196
H 0.66087 2.60238 -1.17291 0.252
H 0.36030 1.67891 0.93815 0.237
H 2.45806 0.79022 1.38017 0.232
H 2.66778 -0.01274 -0.20101 0.194
H 2.80107 1.71385 -0.01277 0.243
H 0.55579 -0.94184 1.27529 0.225
H -0.64786 -1.01234 -1.36339 0.454
H 1.00565 -1.20800 -1.27090 0.438
H 0.02571 -2.23480 -0.48543 0.449
H -1.86078 0.59169 0.20287 0.200
H -1.57001 -0.13631 1.85972 0.215
H -2.41506 -2.01271 0.95994 0.504
```



(2)
This record from the OMol25 dataset describes 2 unconnected molecules or ions with the total composition C5H14NO. The level of theory is ωB97M-V/def2-TZVPD.

As for the electronic energy: -8942.46131 eV. The energy above the lowest of the compared OMol25 structures with the same formula, charge and spin is 35.7 kcal per mole. As for the net charge: +1. The calculation puts the HOMO-LUMO gap at 0.3980 hartree.

XYZ file:
```
21
Properties=species:S:1:pos:R:3:nbo_charge:R:1
C 0.89383 1.81981 0.52665 -0.119
O 0.57160 0.65331 1.31118 -0.746
C -0.05996 2.03758 -0.62075 -0.248
C -1.37840 2.05572 -0.49559 -0.366
H 1.88778 1.65150 0.12380 0.197
H 0.93697 2.68617 1.18065 0.214
H -0.08491 0.88765 1.97662 0.498
H 0.35151 2.18574 -1.60994 0.218
H -2.03566 2.26482 -1.32864 0.223
H -1.86064 1.86349 0.46284 0.189
C -1.17424 -1.74733 -0.82947 -0.421
N 0.23399 -1.46216 -0.39802 -0.519
C 0.85886 -2.58809 0.33191 -0.422
H -1.57151 -0.85912 -1.31784 0.243
H -1.18413 -2.64558 -1.43624 0.232
H -1.76295 -1.93657 0.07058 0.227
H 0.23673 -0.60489 0.19684 0.474
H 0.76605 -1.23671 -1.23721 0.422
H 0.25355 -2.80112 1.20919 0.231
H 1.85507 -2.30808 0.66793 0.242
H 0.89889 -3.46476 -0.31160 0.232
```